{
  "formula": "C28H31Cl3GeN4O5SY",
  "method": "the ωB97M-V functional and the def2-TZVPD basis",
  "e_above_lowest_kj_mol": 26.7,
  "homo_lumo_gap_ev": 7.20,
  "homo_ev": -5.43,
  "charge": -1,
  "species": ["Y", "Ge", "Cl", "Cl", "Cl", "S", "O", "O", "O", "O", "O", "N", "N", "N", "N", "C", "C", "C", "C", "C", "C", "C", "C", "C", "C", "C", "C", "C", "C", "C", "C", "C", "C", "C", "C", "C", "C", "C", "C", "C", "C", "C", "C", "H", "H", "H", "H", "H", "H", "H", "H", "H", "H", "H", "H", "H", "H", "H", "H", "H", "H", "H", "H", "H", "H", "H", "H", "H", "H", "H", "H", "H", "H", "H"],
  "positions_angstrom": [[-0.35, 0.55, 0.60], [3.01, 0.81, 2.55], [-1.92, 3.61, -3.91], [-3.19, 5.05, -1.73], [-0.74, 6.06, -2.90], [-0.28, -2.67, -5.58], [0.78, -3.47, -6.15], [-1.13, -3.41, -4.63], [-1.04, -1.87, -6.52], [-1.54, 0.86, 2.42], [-2.07, 1.02, -0.67], [1.63, 0.75, -1.16], [-0.26, -1.60, 1.82], [-0.24, 3.22, -0.78], [-0.67, -1.41, -0.82], [2.80, 0.50, 4.48], [3.34, -0.97, 1.74], [1.59, -1.91, -3.72], [4.73, 1.75, 2.30], [-0.44, -1.75, 3.08], [-0.95, -0.15, 6.39], [-3.23, -1.14, -3.39], [-1.65, 1.43, 4.70], [-1.32, 0.53, 3.65], [-2.49, -0.72, -2.27], [-0.10, -2.83, 1.03], [-0.87, 3.82, -1.52], [-0.64, -1.05, 5.40], [0.24, -2.47, -0.40], [-0.78, -0.73, 4.04], [-4.62, 0.80, -3.22], [-2.78, 0.52, -1.64], [-3.89, 1.24, -2.13], [-4.28, -0.39, -3.87], [-1.45, -1.62, -1.82], [-1.46, 1.10, 6.02], [0.42, 0.56, -3.26], [0.53, -1.50, -4.50], [1.41, 0.08, -2.40], [-0.01, -0.23, -4.31], [-1.66, 4.60, -2.48], [1.51, 1.73, 1.78], [2.05, -1.12, -2.68], [3.61, -0.89, 0.69], [2.04, -2.88, -3.92], [4.92, 1.91, 1.23], [4.17, -1.48, 2.25], [0.68, -3.47, 1.46], [-0.81, -0.40, 7.43], [2.48, 0.45, -0.70], [1.01, 2.27, 2.60], [-1.71, 1.83, 6.78], [-1.36, -2.55, -2.39], [-4.83, -0.72, -4.74], [-2.06, 2.39, 4.41], [-4.15, 2.16, -1.62], [4.70, 2.73, 2.78], [2.85, -1.46, -2.04], [1.67, 1.76, -1.25], [5.56, 1.18, 2.71], [-0.25, -2.02, 5.66], [-2.92, -2.05, -3.89], [2.72, 1.46, 5.00], [-0.82, 0.09, -4.95], [-0.06, 1.50, -3.04], [-0.35, -2.76, 3.50], [1.90, -0.06, 4.69], [2.45, -1.61, 1.83], [3.66, -0.04, 4.89], [-5.45, 1.39, -3.57], [-1.04, -3.39, 1.05], [0.20, -3.34, -1.06], [1.27, -2.08, -0.43], [1.91, 2.51, 1.12]]
}